Density functional theory data (ωB97M-V with the def2-TZVPD basis set) for 16 unconnected molecules or ions with the total composition C43H123N23O21 in a non-equilibrium geometry.

Last column: Mulliken charge in e.
Geometry (Å):
O  23.96024  16.35484  5.04314  1.61
O  31.04983  19.81796  15.69583  -0.28
O  34.32814  15.73026  7.99950  -0.85
O  31.62252  19.16714  7.00524  -0.87
O  27.24860  16.11312  7.21727  1.16
O  29.20496  16.03564  0.80555  -0.82
O  24.30519  15.07548  1.46384  -0.19
O  24.83237  7.10526  6.09473  -0.20
O  27.00264  18.77081  3.14626  0.14
O  27.60338  10.53539  4.67930  -0.27
O  32.66646  13.73714  3.94347  0.51
O  29.51708  18.30714  10.38448  -0.49
O  29.90135  14.17230  8.22652  0.34
O  33.84527  16.50907  0.35310  -0.83
O  32.10780  11.35702  8.80802  -0.72
O  37.12333  13.88614  2.28967  -0.60
O  33.21595  10.09455  3.33064  -0.67
O  32.05695  18.00862  3.61905  -0.85
O  23.97049  20.94133  6.46526  -0.41
O  18.59321  20.89773  11.70974  -0.28
O  22.53017  17.26512  8.14785  0.95
N  21.92121  17.02486  5.49827  1.44
N  29.41858  12.21126  9.17913  -0.17
N  27.52237  8.03495  6.07274  -0.25
N  24.90200  14.13824  3.42211  0.54
N  25.18940  13.05102  1.69021  0.23
N  32.79323  11.71957  1.85731  0.00
N  20.16187  18.76671  10.63594  -0.21
N  27.14183  15.30882  0.37546  -0.21
N  32.06942  15.44074  -0.51961  -0.32
N  27.96463  14.97296  2.31885  0.28
N  32.78232  14.24287  8.53541  -0.11
N  29.52783  19.68783  7.54599  -0.05
N  32.19846  16.14113  7.66426  0.48
N  29.29170  14.97626  5.27866  1.66
N  33.53512  18.36314  5.11641  -0.12
N  31.80747  16.64344  1.25821  0.13
N  27.87080  13.58356  8.79050  -0.14
N  34.29467  17.91227  3.14519  -0.42
N  27.07359  20.02808  5.70708  0.32
N  22.47595  16.66358  3.43233  1.41
N  30.03339  19.56886  13.00070  -0.20
N  32.43901  9.74070  1.28253  -0.49
N  30.13310  20.05754  5.60367  -0.31
C  31.41007  13.68353  4.71336  0.62
C  22.17139  18.03003  9.28835  -1.23
C  27.36145  20.11822  3.26451  -0.93
C  27.20508  16.28410  5.81890  0.66
C  33.15114  15.37208  8.04613  0.48
C  25.86218  6.13262  5.92447  -0.34
C  32.61999  16.25971  0.29999  0.72
C  35.88417  13.10076  2.17835  0.76
C  28.13264  8.22065  4.73762  -0.89
C  32.88315  10.49420  2.25034  0.66
C  27.13775  6.70058  6.57378  -1.09
C  31.43830  20.72951  14.75074  -0.61
C  31.91699  19.88543  16.79093  -0.79
C  22.70423  20.45961  6.01522  -0.30
C  26.04772  16.45353  7.86360  -1.24
C  20.64171  18.26142  9.36226  -0.86
C  20.70095  20.07620  11.04339  -0.41
C  29.34897  17.07223  9.81594  -0.18
C  33.63926  14.61181  4.56719  -0.52
C  26.70155  20.68336  4.51484  -0.56
C  24.73402  14.13005  2.15217  -1.49
C  26.27524  20.31737  6.84599  -0.97
C  30.53569  19.59563  6.75110  0.80
C  25.68662  18.40099  2.65066  -0.91
C  32.09236  10.45663  7.75934  -0.01
C  28.66864  9.60784  4.51812  0.20
C  22.83497  16.72345  4.62891  -5.26
C  33.10241  11.04574  6.67454  -0.89
C  22.63773  15.90799  8.53438  -1.97
C  36.05526  12.12440  1.04388  -1.36
C  19.84941  20.57216  12.21405  -0.71
C  28.88389  19.78960  12.16881  -1.02
C  33.23755  18.16106  3.89799  0.89
C  17.57913  21.19147  12.71961  -0.81
C  28.48352  18.54142  11.29229  -0.35
C  23.56724  6.65326  5.55074  -1.03
C  28.03269  11.77283  5.20211  -0.79
C  28.69959  16.35726  5.31902  -0.19
C  28.17767  15.49225  1.16401  0.32
C  30.62388  15.06089  4.65149  1.32
C  24.81660  19.85147  6.74198  0.99
C  30.26523  20.76164  13.78602  -0.85
C  29.13920  13.41509  8.73003  -0.32
H  31.56545  13.36509  5.74415  -0.81
H  25.80922  17.51622  7.90706  -0.02
H  27.09099  6.79832  7.65838  0.36
H  30.71478  19.97340  4.78229  0.27
H  35.18609  11.58315  0.67012  0.28
H  20.29186  21.49202  12.59638  0.41
H  20.18197  17.27467  9.30692  0.37
H  27.15063  12.40006  5.33108  0.28
H  17.26508  20.42034  13.42305  0.31
H  20.74974  20.78087  10.21324  0.29
H  28.74979  20.27666  7.28512  0.16
H  29.57974  19.22013  8.43967  -0.02
H  25.62297  13.50275  3.73268  0.21
H  19.67873  19.78778  12.95143  0.36
H  26.71086  17.21827  5.55215  -1.18
H  30.81944  16.49198  1.11348  0.44
H  31.71947  21.68412  15.19543  0.44
H  28.73304  16.91513  4.38319  1.19
H  17.94950  22.01038  13.33632  0.31
H  26.30265  21.38087  7.08335  0.53
H  26.57104  15.56287  5.30321  -0.26
H  32.93179  19.61128  16.50263  0.32
H  34.20613  13.91741  5.18732  0.34
H  36.34538  12.60083  0.10743  0.41
H  34.11967  17.66230  2.18240  0.07
H  30.23607  21.64397  13.14669  0.54
H  22.98565  15.34651  7.66732  0.31
H  33.03264  10.48729  5.74107  0.27
H  29.14724  20.62386  11.51861  0.38
H  26.43962  14.62070  0.60675  -0.09
H  25.61870  20.72086  4.39583  0.31
H  29.30466  14.69065  6.24734  -0.87
H  34.13165  10.87883  6.99218  0.57
H  27.65723  14.43476  8.29057  -0.07
H  30.82411  12.85180  4.32225  -0.43
H  34.52647  18.35868  5.30953  0.17
H  22.86203  7.47416  5.42077  0.32
H  21.64670  17.11245  3.07043  0.34
H  30.54974  15.33753  3.59978  -0.83
H  28.94501  7.56638  4.42122  0.48
H  22.72459  18.96852  9.25225  0.35
H  20.27071  18.85697  8.52812  0.09
H  35.02854  13.73215  1.93890  -0.23
H  21.06095  17.49793  5.26107  0.23
H  31.60838  19.10689  17.48860  0.25
H  32.39978  20.41734  14.34304  0.39
H  28.41941  11.64693  6.21340  0.17
H  28.70254  11.60456  9.55236  0.21
H  25.19038  12.99760  0.68163  0.37
H  27.31631  12.76231  8.98596  0.34
H  32.58002  14.90219  -1.20469  0.22
H  25.54685  18.52749  1.57708  0.35
H  22.54800  17.55777  10.19567  0.37
H  23.54253  6.20200  4.55885  0.33
H  25.48426  5.19692  6.33645  0.45
H  31.11597  10.41354  7.27676  -0.13
H  27.58397  18.89932  10.79147  0.22
H  19.15457  18.82716  10.67807  0.28
H  32.29535  9.44352  8.10649  0.34
H  28.77716  12.25825  4.57106  0.36
H  24.53667  14.95918  3.88328  -0.27
H  32.11887  12.02529  1.17038  0.26
H  29.42767  20.93094  14.46274  0.28
H  26.07069  6.06511  4.85673  0.27
H  25.98910  16.10615  8.89509  0.44
H  29.68591  16.32338  10.53274  0.55
H  32.77435  18.54340  5.75581  -0.08
H  30.37547  11.92668  9.02596  -0.03
H  27.15705  19.06388  5.41818  -0.51
H  22.20920  17.00983  6.46622  -0.36
H  22.03707  21.26103  5.69786  0.55
H  23.10456  5.89472  6.18212  0.32
H  32.99221  12.10739  6.45353  0.13
H  29.18758  20.40515  5.53112  0.09
H  21.72702  19.94631  11.38751  0.32
H  21.65447  15.57361  8.86527  0.53
H  26.64948  8.53975  6.13058  0.30
H  32.48227  8.75075  1.47802  0.28
H  28.22788  17.71262  11.95247  0.55
H  28.28662  16.85999  9.69563  0.31
H  31.26419  15.83608  7.89702  -0.29
H  33.17880  15.44161  5.10339  -0.15
H  31.26354  15.86741  5.00990  -0.71
H  33.06218  12.41809  2.53542  -0.13
H  27.03243  14.61304  2.46569  0.54
H  35.72293  12.45463  3.04126  0.14
H  28.03921  20.01389  12.82020  0.42
H  27.38294  8.06080  3.96270  0.31
H  24.43451  19.30949  7.60706  -0.27
H  30.78535  19.41245  12.34481  0.20
H  27.03609  20.67110  2.38328  0.48
H  31.06372  15.48865  -0.43983  0.19
H  24.83211  18.97946  3.00179  0.28
H  31.91741  20.88308  17.23000  0.31
H  29.47325  9.72473  5.24410  -0.28
H  26.98999  21.73319  4.56723  0.42
H  16.65457  21.57719  12.29005  0.27
H  28.45140  20.12483  3.27155  0.18
H  22.62187  19.72810  5.21135  -0.02
H  27.95025  5.97403  6.56568  0.42
H  25.51142  17.35295  2.89359  0.31
H  33.04031  11.49666  8.98834  0.34
H  27.08546  15.70607  -0.55142  0.26
H  24.81940  18.98454  6.08129  -0.01
H  36.77289  11.33435  1.26508  0.33
H  29.09990  9.71280  3.52258  0.39
H  26.73995  19.77637  7.67030  0.06
H  31.80252  14.03997  8.67297  0.10
H  32.37756  17.08123  7.34140  -0.02
H  35.22225  17.88421  3.54381  0.16
H  34.18626  15.12945  3.77921  0.06
H  32.44697  10.17946  0.37284  0.20
H  32.14941  17.21361  2.01854  -0.14
H  25.34099  12.20273  2.21702  0.25
H  23.30251  15.76275  9.38589  0.26
H  37.17337  14.41937  3.08639  0.29
H  25.24889  16.12354  7.19946  0.35
H  33.50706  13.56587  8.72652  0.15
H  29.25759  17.01599  5.98446  -0.47
H  23.18632  16.44910  2.74716  -0.21
H  22.19404  19.99822  6.86075  -0.08
H  28.69511  15.10067  3.00455  -0.13
H  29.85245  17.00195  8.85174  -0.53

Cartesian forces (eV/Å) of the 6 atoms listed first:
0.6454 -0.0594 -0.4478
-0.0480 -0.5521 1.5835
1.1626 -0.0984 -0.4232
2.9434 -1.6996 0.8822
0.4449 -0.0817 0.8488
1.1450 0.9423 -0.5855

Charge ... -1
Total energy ... -123852.5713 eV
<S²> ... 0.75
LUMO (spin up / spin down) ... 1.92 / 1.94 eV
Spin multiplicity ... 2
HOMO-LUMO gap (spin up / spin down) ... 0.06130 / 0.32311 Ha